This record from the Open Molecules 2025 dataset describes a molecular structure, C18H40Cl3CsILi2NNaO12PS in a non-equilibrium geometry. The level of theory is ωB97M-V/def2-TZVPD.

Last column: Mulliken charge in e.
Cartesian coordinates (Å):
C 2.3651 -1.0998 1.8674  -0.3622
O 2.0551 -1.5708 0.5499  -0.3742
C 1.8224 -0.3892 -0.2885  -0.4579
C 0.3166 -0.3863 -0.7718  0.1911
C -0.4319 1.0279 -0.5315  0.3310
C -1.5588 0.7339 0.5345  -0.8436
P -2.0962 2.1771 1.6248  1.0991
C -3.8988 2.7911 1.8196  -1.2202
I -1.8693 3.8370 -0.1931  -0.5236
C -0.8358 2.9056 2.7856  -0.4580
C -0.0376 4.2117 2.4538  0.0527
N 1.1303 4.0394 1.5185  -0.3287
C -2.5226 0.8792 3.0051  -1.6733
C -3.5258 -0.3020 2.5453  0.5292
O -4.7816 -0.1738 2.4916  -0.4134
O -2.9365 -1.5902 2.3037  -0.1836
C -3.1512 -2.2260 1.0674  0.4659
C -2.2539 -3.5109 0.8295  -1.0152
O -3.9287 -1.9110 0.1017  -0.3133
H 2.1651 -1.9504 2.5758  0.2706
H 1.6617 -0.2651 2.1662  -0.0008
H 3.4420 -0.7748 1.9512  0.1936
H 2.1523 0.5637 0.2080  0.4154
H 2.5146 -0.5316 -1.1747  0.2157
H -0.2707 -1.2502 -0.3424  0.0557
H 0.3527 -0.5828 -1.8847  -0.2350
H 0.3774 1.7267 -0.1823  -0.2963
H -0.8387 1.2984 -1.5517  -0.0340
H -2.4723 0.3682 -0.0102  0.2291
H -1.1110 -0.0359 1.2351  0.5153
H -3.9836 3.8081 1.3504  0.6204
H -4.2381 2.7857 2.8869  0.2941
H -4.5109 2.0941 1.1602  0.4141
H -1.3485 3.0751 3.7880  0.3157
H -0.0644 2.0968 3.0112  0.4006
H -0.6444 5.1291 2.2176  0.7071
H 0.4870 4.4979 3.4360  -0.8585
H 0.9972 4.5754 0.6492  -0.0010
H 1.2553 3.0415 1.3494  0.2711
H -2.9005 1.4564 3.9562  0.5047
H -1.5055 0.3979 3.3414  0.4339
H -1.2810 -3.2844 1.3617  0.2530
H -2.7318 -4.4369 1.2380  0.3196
H -2.0764 -3.5386 -0.2765  0.2356
C 6.1923 -3.5510 1.2216  -0.8347
C 6.8747 -2.2035 1.3530  -0.2585
O 6.4650 -1.3427 0.2963  -0.5157
H 6.4338 -4.0113 0.2614  0.2611
H 6.5015 -4.2254 2.0232  0.3169
H 5.1049 -3.4381 1.2565  0.2090
H 7.9580 -2.3152 1.2952  0.3054
H 6.6275 -1.7303 2.3096  0.2401
H 5.5089 -1.2417 0.3590  0.2866
Li -1.2317 6.6909 -0.5450  0.7278
C 1.5897 -4.0150 -4.8298  -0.6708
C 3.0290 -3.5085 -4.7002  -0.6002
C 3.0435 -2.0464 -5.1553  -0.6529
S 1.4040 -1.4037 -4.8258  1.0958
O 0.7737 -1.0859 -6.0829  -0.6876
O 1.4736 -0.4528 -3.7385  -0.6134
C 0.7124 -2.9317 -4.2144  -0.5712
H 1.4512 -4.9743 -4.3295  0.3391
H 1.3377 -4.1450 -5.8862  0.3282
H 3.3444 -3.5721 -3.6546  0.2703
H 3.7236 -4.1104 -5.2883  0.3257
H 3.7776 -1.4596 -4.6047  0.3485
H 3.2285 -1.9620 -6.2262  0.3716
H -0.3339 -3.0070 -4.5062  0.5199
H 0.7999 -2.9251 -3.1260  0.2114
O -5.3176 0.8992 -0.5067  -0.6720
Cl -6.5410 0.2806 -0.9923  1.6876
O -7.5286 0.2707 0.0631  -0.6928
O -6.2418 -1.0708 -1.3970  -0.6720
O -7.0394 1.0314 -2.1189  -0.6974
O -2.5725 8.3229 1.8206  -0.9342
H -2.4677 9.2291 2.1226  0.1493
Cs -2.5623 0.0902 5.2642  0.9415
Li 1.6023 4.8860 4.4087  0.5743
Cl -2.0653 2.7706 -2.8328  -0.7431
Na 1.2391 5.1149 -1.4975  0.7539
Cl -5.5834 -2.5639 0.8305  -0.1892

Summary:
Orbital gap ... 0.057 Eh
Total energy ... -4281.83699 Eh
Spin multiplicity ... 1